Here is a single C4H7N3O2 molecule from the Open Molecules 2025 dataset. Energies are from the ωB97M-V functional and the def2-TZVPD basis.

Structure (XYZ):
```
16
Properties=species:S:1:pos:R:3:forces:R:3
C 0.275 0.573 0.954 -2.21 1.37 0.66
C 1.012 -0.443 0.144 1.11 -1.27 1.53
C 0.523 -0.282 -1.249 -0.76 3.03 -0.69
C -0.872 0.995 0.041 0.78 -0.01 -0.97
H -0.149 -0.817 2.050 -0.18 -1.19 0.62
H 0.831 1.478 1.151 0.56 0.21 -0.11
H 2.086 -0.313 0.297 -0.03 -0.04 -0.57
H -0.029 -2.088 0.094 1.35 0.09 1.21
H 1.568 -1.605 -1.940 -0.56 0.56 -0.79
H -1.049 0.982 -1.965 -0.53 -0.07 -1.22
H -2.244 1.191 1.264 0.11 0.54 -0.11
N 0.888 -0.882 -2.277 0.91 -1.80 -0.19
N -0.362 0.863 -1.268 1.28 -1.48 1.77
N -2.046 1.355 0.271 -0.64 -0.36 0.62
O -0.246 0.122 2.171 0.45 0.33 0.01
O 0.746 -1.778 0.658 -1.66 0.09 -1.77
```
Positions in Å, forces in eV/Å.

Results
Charge: 0
Calculated total energy (Ha): -471.34843
Kohn-Sham gap (eV): 10.038
Energy above the lowest of the compared OMol25 structures with the same formula, charge and spin (eV): 1.4857
Max |F| (hartree/bohr): 0.0623